ORCA calculation (the ωB97M-V functional and the def2-TZVPD basis) on a cluster of 2 separate species, C6H5OP in total in a non-equilibrium geometry.

As for the multiplicity: 1. The SMILES is C#CC#COP.C#C. The energy relative to the best compared isomer or geometry (same formula, charge and spin) is 598.7 kJ/mol. The maximum force is 2.5 eV/A. The value obtained for the frontier orbital gap is 9.59 eV. The net charge is 0.

Each line ends with the Mulliken charge.
Element x y z (Å)
C (3.7940, 0.2149, -0.2841)  -0.137
C (2.6595, 0.4161, 0.0078)  -0.547
C (1.3873, 0.9194, -0.0356)  0.063
C (0.2045, 0.9309, 0.1833)  0.415
O (-0.9404, 1.4704, 0.4064)  -0.331
P (-2.3640, 0.8164, -0.1723)  0.025
H (4.6644, -0.3240, -0.1191)  0.346
H (-2.8749, 2.0917, -0.6120)  0.058
H (-3.1184, 1.0240, 1.0260)  0.057
C (-1.1602, -1.9934, -0.6089)  -0.587
C (-0.5475, -1.7544, 0.3890)  -0.280
H (-1.4044, -2.4873, -1.4896)  0.373
H (-0.3001, -1.3247, 1.3090)  0.543

Force components x, y, z for each atom (eV/Å):
C 1.3 -1.0 0.5
C -1.8 1.4 -0.9
C 0.4 -1.1 0.6
C -0.2 1.5 -0.2
O -0.3 -0.1 0.6
P -1.6 0.9 -0.4
H 1.4 -0.3 -0.3
H 0.2 -0.4 -0.1
H 0.3 -0.3 -0.1
C 0.9 -0.8 0.3
C -0.7 0.3 0.3
H -0.7 -0.1 -1.1
H 0.6 0.0 0.8



ORCA calculation (the ωB97M-V functional and the def2-TZVPD basis) on the ion C6H6 with charge -1 in a non-equilibrium geometry.

As for the multiplicity: 2. The energy relative to the best compared isomer or geometry (same formula, charge and spin) is 268.2 kJ/mol. Its expectation value of S² is 0.774. The maximum force is 1.6 eV/A. The value obtained for the frontier orbital gap (spin up / spin down) is 5.89 / 5.75 eV. The net charge is -1.

Each line ends with the Löwdin spin population.
Element x y z (Å)
C (-0.4952, 0.3044, -1.0316)  0.051
C (0.8627, 0.9415, -1.1599)  0.106
C (0.1785, 1.1195, 0.1470)  0.055
C (0.2410, 0.1749, 1.2737)  0.323
C (-0.1799, -1.0771, 0.8829)  0.040
C (-0.6334, -1.0438, -0.4220)  0.361
H (-1.3310, 0.6809, -1.6206)  0.014
H (1.6974, 0.2298, -1.2327)  -0.001
H (-0.1353, 2.1194, 0.4472)  0.009
H (0.4939, 0.4193, 2.3010)  0.025
H (-0.0777, -1.9640, 1.4960)  -0.007
H (-0.6210, -1.9048, -1.0812)  0.025

Force components x, y, z for each atom (eV/Å):
C 0.1 0.4 1.3
C 0.8 0.1 -1.3
C -0.9 0.0 0.3
C -0.1 0.0 0.1
C 0.1 -0.3 0.4
C 0.6 -0.1 -1.2
H -0.1 0.1 0.0
H -0.1 -0.1 0.5
H -0.1 0.2 -0.2
H 0.2 0.1 -0.1
H 0.0 -0.2 0.0
H -0.5 -0.3 0.2



ORCA calculation (the ωB97M-V functional and the def2-TZVPD basis) on a structure of composition C6H6 in a non-equilibrium geometry.

As for the multiplicity: 1. The energy relative to the best compared isomer or geometry (same formula, charge and spin) is 735.4 kJ/mol. The maximum force is 4.8 eV/A. The value obtained for the frontier orbital gap is 8.21 eV. The net charge is 0.

Each line ends with the Mulliken charge.
Element x y z (Å)
C (1.1962, 0.3079, 1.0705)  -0.328
C (1.2158, -0.4331, -0.0991)  -0.026
C (0.0302, -1.2375, -0.0083)  -0.711
C (0.1585, 1.3559, 0.2738)  -0.325
C (0.5405, 0.6342, -0.9993)  -0.310
C (-0.7393, 0.1371, -0.3098)  -0.418
H (1.3854, 0.2466, 2.1370)  0.384
H (-0.1645, -1.8170, -0.9251)  0.239
H (0.0974, -1.8314, 0.8130)  0.415
H (-0.2038, 2.4337, 0.6123)  0.326
H (0.7369, 1.2201, -1.8884)  0.455
H (-1.7579, 0.2281, -0.7864)  0.299

Force components x, y, z for each atom (eV/Å):
C -0.8 4.3 -1.9
C 1.8 2.4 0.0
C -1.7 -0.6 -3.6
C 1.6 -1.2 3.1
C -0.5 0.8 1.3
C -0.4 0.2 -1.0
H -0.3 -0.8 -0.2
H -0.1 -0.3 0.3
H -1.1 -1.6 2.7
H 0.7 -2.5 -1.2
H -0.1 -0.7 -0.2
H 1.0 0.0 0.7



ORCA calculation (the ωB97M-V functional and the def2-TZVPD basis) on the molecule C6H6 in a non-equilibrium geometry.

As for the multiplicity: 1. The SMILES is C#C/C=C/C=C. The energy relative to the best compared isomer or geometry (same formula, charge and spin) is 375.3 kJ/mol. The maximum force is 3.2 eV/A. The value obtained for the frontier orbital gap is 8.81 eV. The net charge is 0.

Each line ends with the Mulliken charge.
Element x y z (Å)
C (-0.7241, -1.2706, -3.1162)  0.132
C (-0.1308, -0.7300, -2.2078)  -0.478
C (0.4398, -0.1434, -0.9905)  -0.608
C (-0.2794, 0.2607, 0.1221)  0.058
C (0.5498, 0.5437, 1.3059)  0.143
C (0.0360, 0.7254, 2.5363)  -0.736
H (-1.3215, -1.6744, -3.9295)  0.395
H (1.6132, -0.1204, -0.9959)  0.204
H (-1.3720, 0.1129, 0.4170)  0.247
H (1.6373, 0.7158, 1.0085)  0.182
H (0.6641, 0.8125, 3.3854)  0.308
H (-1.1126, 0.7680, 2.4647)  0.153

Force components x, y, z for each atom (eV/Å):
C 0.1 0.4 0.2
C -0.6 0.1 0.6
C 0.0 -0.1 0.0
C 1.1 -1.4 -0.1
C 1.0 1.2 -0.4
C -1.7 -0.3 -2.7
H 0.6 0.2 0.6
H -2.5 0.2 0.3
H 1.4 0.3 -1.4
H -1.3 -0.6 1.0
H 0.0 0.3 0.8
H 1.9 -0.2 1.2



ORCA calculation (the ωB97M-V functional and the def2-TZVPD basis) on the molecule C6H6 in a non-equilibrium geometry.

As for the multiplicity: 1. The energy relative to the best compared isomer or geometry (same formula, charge and spin) is 665.4 kJ/mol. The maximum force is 1.4 eV/A. The value obtained for the frontier orbital gap is 8.71 eV. The net charge is 0.

Each line ends with the Mulliken charge.
Element x y z (Å)
C (3.0165, -0.0017, 0.3983)  0.216
C (1.8480, -0.1607, 0.6400)  -0.544
C (0.4171, -0.3749, 0.8801)  -0.477
C (-0.3200, -0.4853, -0.4271)  -0.381
C (-1.5496, -0.0160, -0.5987)  0.088
C (-2.7088, 0.6518, -0.5748)  -0.636
H (4.0555, 0.1415, 0.2004)  0.396
H (0.0115, 0.4678, 1.4530)  0.282
H (0.2760, -1.2773, 1.4847)  0.252
H (-1.6301, 0.4967, -1.6497)  0.230
H (0.2130, -0.8640, -1.2916)  0.374
H (-3.6365, 0.0549, -0.5040)  0.199

Force components x, y, z for each atom (eV/Å):
C -0.4 -0.1 0.1
C 0.5 0.0 0.0
C 0.0 -0.1 0.2
C 0.0 0.0 -0.1
C 0.1 0.1 0.4
C 0.5 0.0 0.0
H -0.2 0.0 0.0
H 0.1 -0.2 0.0
H 0.1 0.0 0.0
H -1.3 0.0 -0.5
H 0.0 0.1 0.1
H 0.4 0.1 -0.4



ORCA calculation (the ωB97M-V functional and the def2-TZVPD basis) on the molecule C6H6 in a non-equilibrium geometry.

As for the multiplicity: 1. The SMILES is C#CCC1C=C1. The energy relative to the best compared isomer or geometry (same formula, charge and spin) is 444.1 kJ/mol. The maximum force is 1.4 eV/A. The value obtained for the frontier orbital gap is 10.78 eV. The net charge is 0.

Each line ends with the Mulliken charge.
Element x y z (Å)
C (-0.0763, -0.3766, 2.2182)  0.136
C (-0.1605, 0.4301, 1.3370)  -0.568
C (-0.1811, 1.2184, 0.1252)  -0.530
C (0.1888, 0.3172, -1.0514)  -0.394
C (0.7164, -1.0582, -0.7738)  -0.477
C (-0.4977, -0.9999, -1.2359)  -0.281
H (-0.0401, -0.9919, 3.0676)  0.414
H (-1.1751, 1.6553, -0.0173)  0.247
H (0.5396, 2.0367, 0.2094)  0.301
H (0.5342, 0.8653, -1.9266)  0.404
H (1.5541, -1.6161, -0.4355)  0.378
H (-1.4021, -1.4804, -1.5170)  0.369

Force components x, y, z for each atom (eV/Å):
C -0.1 0.5 0.0
C 0.0 -0.2 0.3
C -0.1 0.3 -0.1
C 0.0 -0.2 -0.1
C -1.1 0.2 -0.8
C 1.3 0.2 0.3
H 0.0 -0.4 0.4
H 0.1 0.1 0.0
H -0.1 0.0 0.0
H 0.0 0.0 0.0
H 0.3 -0.3 0.2
H -0.4 -0.3 -0.1



ORCA calculation (the ωB97M-V functional and the def2-TZVPD basis) on the molecule C6H6 in a non-equilibrium geometry.

As for the multiplicity: 1. The energy relative to the best compared isomer or geometry (same formula, charge and spin) is 665.1 kJ/mol. The maximum force is 1.2 eV/A. The value obtained for the frontier orbital gap (spin up / spin down) is 7.02 / 7.82 eV. The net charge is 0.

Each line ends with the Mulliken charge.
Element x y z (Å)
C (1.3293, 0.1476, 2.4253)  -1.274
C (0.4532, 0.2510, 1.2612)  1.014
C (-0.2241, 0.3903, 0.2677)  0.096
C (-0.9922, 0.5907, -0.9025)  -1.146
C (-0.8306, -0.1694, -2.0696)  -0.008
C (-0.2247, -0.7410, -3.0547)  -0.344
H (1.8909, -0.7919, 2.4159)  0.298
H (2.0512, 0.9716, 2.4098)  0.272
H (0.7665, 0.2072, 3.3625)  0.298
H (-1.8167, 1.2983, -0.8604)  0.340
H (-1.9217, -0.4535, -1.7617)  0.228
H (-0.4810, -1.7009, -3.4935)  0.226

Force components x, y, z for each atom (eV/Å):
C 0.0 0.0 0.0
C -0.1 0.0 -0.2
C 0.1 0.1 0.0
C 0.5 0.7 0.8
C -0.4 -0.3 -0.2
C -0.3 -0.1 0.4
H -0.1 0.1 0.0
H -0.1 -0.1 0.0
H 0.1 0.0 -0.2
H 0.1 -0.1 0.0
H 0.1 -0.4 -0.6
H 0.1 0.2 -0.1



ORCA calculation (the ωB97M-V functional and the def2-TZVPD basis) on the molecule C6H6 in a non-equilibrium geometry.

As for the multiplicity: 1. The SMILES is C/C=C1/C2=C[C@H]21. The energy relative to the best compared isomer or geometry (same formula, charge and spin) is 593.1 kJ/mol. The maximum force is 4.9 eV/A. The value obtained for the frontier orbital gap is 8.87 eV. The net charge is 0.

Each line ends with the Mulliken charge.
Element x y z (Å)
C (2.0304, 0.0354, -0.1372)  -0.953
C (0.7888, 0.6755, 0.0424)  -0.110
C (-0.4668, 0.1879, 0.1642)  0.663
C (-1.7690, 0.7796, 0.1054)  -0.874
C (-2.5178, -0.2498, -0.3343)  -0.084
C (-1.3271, -0.9434, 0.2969)  -0.459
H (2.7878, 0.7092, 0.5186)  0.231
H (2.4678, 0.2502, -1.2114)  0.246
H (2.0970, -1.0696, -0.0017)  0.329
H (0.8287, 1.6963, 0.1342)  0.454
H (-3.4960, -0.5658, -0.7153)  0.358
H (-1.4238, -1.5053, 1.1382)  0.199

Force components x, y, z for each atom (eV/Å):
C 4.9 0.3 -0.9
C -4.2 -1.6 0.5
C 3.5 -0.2 -0.6
C -2.4 1.2 0.5
C 1.5 -1.4 0.3
C -1.6 1.8 -3.4
H -1.2 -2.2 -1.2
H -0.9 -0.4 1.8
H 0.0 1.0 0.3
H 0.0 2.5 -0.2
H 0.6 0.5 0.4
H -0.2 -1.5 2.6